Arrangement one

Computed, not measured: 2 unconnected molecules or ions with the total composition C2H9NS2, with ωB97M-V with the def2-TZVPD basis set.

Results
* SMILES: CNC.SS
* E_HOMO: -0.32629 Eh
* LUMO energy: -0.22 eV
* HOMO-LUMO gap: 8.7 eV

Atoms and positions in Å:
S: -1.73586 2.34322 -1.17633
S: -1.69570 1.09885 0.62931
H: -3.06440 2.51586 -1.36120
H: -0.37394 1.45725 0.72188
C: 1.06791 -2.09934 0.82843
N: 2.51866 -1.74397 0.53525
C: 3.26908 -2.84177 -0.12325
H: 0.32120 -1.29769 0.52973
H: 0.72100 -2.92120 0.06917
H: 1.03010 -2.28835 1.87835
H: 2.17444 -1.21336 -0.28101
H: 4.23431 -2.83047 0.31990
H: 3.40061 -2.77245 -1.25550
H: 2.80906 -3.86828 0.15313



Arrangement two

Computed, not measured: 2 unconnected molecules or ions with the total composition C2H9NS2, with ωB97M-V with the def2-TZVPD basis set.

Results
* SMILES: CSS.CN
* E_HOMO: -0.29620 Eh
* LUMO energy: -0.43 eV
* HOMO-LUMO gap: 7.6 eV

Atoms and positions in Å:
C: 1.26396 1.51056 -2.34149
N: 2.39257 0.76307 -1.74951
H: 1.59436 2.52736 -2.63472
H: 0.58284 1.65673 -1.55688
H: 0.72394 0.81673 -3.21277
H: 3.15556 0.32987 -2.34575
H: 2.86488 1.51648 -1.25585
C: -2.17720 -2.03390 3.00956
S: -1.86478 -0.16168 2.59025
S: -1.02698 -0.42231 0.64919
H: -1.34580 -2.64183 2.53979
H: -3.22400 -2.01525 2.57887
H: -2.23035 -2.19954 4.18640
H: -0.70900 0.35371 -0.45708



We find arrangement one to be the most stable, with the next structure 0.0396 hartree higher.



Arrangement one

Computed, not measured: a molecular structure, C4H6ClNOS, with ωB97M-V with the def2-TZVPD basis set.

Results
* E_HOMO: -0.32438 Eh
* LUMO energy: 0.51 eV
* HOMO-LUMO gap: 9.3 eV

Atoms and positions in Å:
C: 0.44909 1.22514 -0.20957
C: 1.40443 -0.05165 0.28689
C: 0.33185 -1.25794 0.30103
C: -1.01985 -0.68181 -0.23846
H: -2.58866 0.80473 -0.50892
H: 0.49350 1.49110 -1.25981
H: 0.51387 2.17815 0.41031
H: 1.61419 0.17581 1.33013
H: 0.06289 -1.53507 1.56516
H: 0.90536 -2.39976 -0.26315
N: -0.92001 0.60828 -0.15645
O: -1.95051 1.45960 -0.30648
S: -2.27451 -1.45278 -0.40768
Cl: 2.97835 -0.56382 -0.54300



Arrangement two

Computed, not measured: a single C4H6ClNOS molecule, with ωB97M-V with the def2-TZVPD basis set.

Results
* SMILES: S=CNO[C@H]1C[C@H]1Cl
* E_HOMO: -0.33179 Eh
* LUMO energy: -0.62 eV
* HOMO-LUMO gap: 8.4 eV

Atoms and positions in Å:
C: -0.37518 0.89247 1.69333
C: 0.25113 -0.48036 1.73761
C: -0.31325 -0.06105 0.50153
C: 0.48503 -1.41678 -2.17023
H: -1.62946 1.06880 1.76507
H: 1.38089 -0.51216 1.46735
H: -0.05303 -1.33100 2.50780
H: -1.43317 -0.36057 0.28093
H: 2.16978 -0.48774 -1.54206
H: 1.22669 -1.61659 -3.07994
N: 1.15987 -0.95000 -1.01627
O: 0.60291 0.26243 -0.49102
S: -1.18962 -1.74472 -2.29191
Cl: 0.24374 2.47645 2.10235



We find arrangement one to be the most stable, with the next structure 0.0571 hartree higher.